No. 1
Formula: C19H15N4O6S3SbSe4Tc
Source: the Open Molecules 2025 dataset
Level of theory: ωB97M-V/def2-TZVPD

Results
electronic energy = -340811.90329 eV
E_LUMO = -5.8 eV
HOMO energy = -11.07 eV
frontier orbital gap = 5.223 eV
charge = +1

XYZ file:
```
53
Properties=species:S:1:pos:R:3:forces:R:3
Tc 0.5060 -1.4153 0.5965 -1.0428 0.5153 -0.7423
N 4.5106 0.4781 -0.2701 -0.0760 -0.0391 -0.1003
C 3.2416 0.0460 -0.2567 0.2398 0.2126 0.0167
S 2.9009 -1.3347 0.7110 -0.1131 -0.3394 0.2237
N 2.3603 0.6410 -0.9956 -0.1715 -0.1293 0.0946
N 1.1177 0.1017 -0.8554 0.2600 0.0318 -0.3849
C 0.2432 0.5006 -1.7273 -0.2687 -0.0110 0.1472
C 0.5049 1.3830 -2.8797 0.1184 0.0708 0.0637
C 0.0415 0.9645 -4.1283 0.0494 -0.0152 -0.0352
C 0.2941 1.7245 -5.2591 -0.0081 0.0079 0.0084
C 0.9910 2.9182 -5.1459 -0.0012 0.0034 0.0068
C 1.4379 3.3474 -3.9029 -0.0095 0.0118 -0.0027
C 1.2084 2.5821 -2.7727 -0.1109 0.0336 0.0463
C -1.0844 -0.0858 -1.5488 0.1965 0.1004 0.0193
C -2.2547 0.4515 -2.0518 0.0170 -0.0446 -0.1279
C -3.4532 -0.1778 -1.7653 -0.0237 -0.0171 0.0024
C -3.4436 -1.3412 -1.0117 -0.0068 0.0004 -0.0579
C -2.2411 -1.8150 -0.5295 0.1814 -0.1135 -0.2502
N -1.0851 -1.1848 -0.7851 -0.8701 -0.3628 0.5547
H 5.2259 0.0082 0.2532 0.0009 0.0062 0.0380
H 4.7741 1.1883 -0.9317 -0.0021 0.0239 0.0235
H -0.4960 0.0285 -4.2257 -0.0071 0.0049 0.0104
H -0.0544 1.3849 -6.2251 0.0047 -0.0024 0.0028
H 1.1834 3.5169 -6.0262 0.0016 -0.0022 0.0039
H 1.9746 4.2824 -3.8140 -0.0117 0.0026 0.0014
H 1.5535 2.9176 -1.8064 0.0305 -0.0172 0.0135
H -2.2110 1.3531 -2.6445 -0.0038 0.0031 0.0112
H -4.3843 0.2341 -2.1301 0.0016 -0.0011 0.0084
H -4.3545 -1.8735 -0.7804 0.0051 -0.0051 0.0040
H -2.1843 -2.7115 0.0675 0.0036 0.0057 0.0736
O -0.2963 -2.8290 4.2059 -0.1308 -0.1051 -0.0736
S -0.2920 -1.8208 3.2095 0.2596 0.3603 -0.2416
O 1.0569 -1.4317 2.6571 -0.2566 -0.0011 -0.0337
O -0.9763 -2.2288 1.9126 0.2303 0.3625 0.3177
C -0.8813 -0.3089 3.9632 0.2385 -0.0029 0.0541
C -1.4909 -0.4936 5.1915 -0.0904 0.0531 0.0835
C -1.7850 0.6006 6.0006 -0.0019 -0.0994 -0.0151
C -1.4370 1.8710 5.5949 0.0472 0.0684 -0.0650
C -0.8273 2.0660 4.3574 -0.0395 0.0364 0.1085
C -0.5417 0.9936 3.5393 -0.2445 -0.0862 -0.0046
S 0.0639 1.3824 1.9103 -0.2294 -0.5358 -0.2553
O 1.4786 1.2063 1.8062 0.1829 0.1275 0.3282
O -0.4708 2.6429 1.5056 -0.3153 -0.0806 0.1125
O -0.6663 0.2170 1.1713 1.3424 0.1441 0.1049
H -1.7139 -1.4950 5.5299 0.0162 -0.0013 0.0048
H -2.2658 0.4430 6.9561 -0.0095 -0.0139 -0.0087
H -1.6455 2.7231 6.2275 0.0005 -0.0002 -0.0063
H -0.5906 3.0639 4.0128 -0.0222 -0.0088 -0.0196
Se 3.4679 -5.8049 -2.4251 0.2315 0.1962 0.0424
Sb 1.2896 -5.5153 -1.7679 -0.5755 -0.4723 -0.0974
Se 1.1345 -2.7812 -1.4466 0.9430 -0.2732 0.3236
Se 1.2408 -3.9132 0.6527 0.2606 0.3855 -0.3956
Se -0.6747 -6.7002 -1.9233 -0.2205 0.0126 0.0633
```
Positions in Å, forces in eV/Å.

Löwdin atomic charge list, values in e, 4 entries:
1. Tc 1.075
2. N 0.127
3. C -0.789
4. S 0.696

No. 2
Formula: C19H16AlF6O6S
Source: the Open Molecules 2025 dataset
Level of theory: ωB97M-V/def2-TZVPD

Results
electronic energy = -65992.49190 eV
2S+1 = 2
⟨S²⟩ = 0.771
E_LUMO (spin up / spin down) = 4.9 / 4.9 eV
HOMO energy (spin up / spin down) = 0.49 / -0.96 eV
frontier orbital gap (spin up / spin down) = 4.459 / 5.899 eV
charge = -2

XYZ file:
```
49
Properties=species:S:1:pos:R:3:forces:R:3
Al 0.1254 -0.5471 -0.9216 -0.3643 -0.0368 -0.1191
O -3.1619 1.6324 -1.6099 -0.0399 0.0666 -0.0446
C -1.9850 1.4461 -1.3287 -0.0284 -0.2272 0.1330
O -1.5068 0.3020 -0.9724 0.1255 0.0356 -0.0088
C -1.0678 2.6691 -1.2707 0.0314 0.1952 -0.1503
C -0.6203 2.9424 0.1765 0.0333 -0.2441 0.1321
C -0.1124 4.3869 0.3102 -0.0078 0.0874 -0.0081
C 1.2947 4.2733 -0.3328 0.0119 0.0967 -0.0044
C 1.2817 2.8118 -0.7876 0.0135 -0.2442 0.1283
O 0.5793 2.1785 0.2851 -0.0537 0.1543 -0.1458
C 0.3223 2.6636 -1.9891 -0.0858 0.1908 -0.0435
C 0.7024 1.4925 -2.8893 0.0364 -0.1114 -0.0006
O 0.9273 1.7116 -4.0715 -0.0318 0.0278 -0.0178
O 0.8552 0.3413 -2.3276 -0.0250 -0.1752 0.2045
H -1.6784 3.4910 -1.6453 0.0443 -0.0173 -0.0103
H -1.3217 2.6136 0.9405 -0.0127 0.0324 0.0095
H -0.0466 4.6719 1.3602 -0.0023 -0.0015 0.0096
H -0.7629 5.1003 -0.1997 0.0075 -0.0141 0.0043
H 2.0782 4.4279 0.4093 0.0084 -0.0053 0.0008
H 1.4540 4.9698 -1.1579 -0.0093 -0.0092 0.0069
H 2.2457 2.3229 -0.9072 0.0224 0.0389 -0.0121
H 0.3855 3.5437 -2.6303 0.0028 -0.0342 0.0074
C 0.3456 -3.9269 -0.1459 0.0053 0.0366 0.0166
C -0.2542 -3.4577 -1.4756 -0.0092 0.1769 0.1134
O -0.3425 -2.1141 -1.6208 0.0373 0.0311 -0.1912
C -1.6923 -4.0219 -1.5842 -0.0306 0.0013 -0.0906
F -2.2714 -3.7914 -2.7750 0.0122 0.0106 0.0537
F -1.7501 -5.3656 -1.3919 -0.0222 -0.0467 0.0252
F -2.4768 -3.4722 -0.6500 -0.0170 -0.0149 0.0132
C 0.6102 -4.0152 -2.6332 0.0338 0.0308 -0.0342
F 0.6259 -5.3761 -2.6655 0.0281 -0.0453 0.0194
F 1.8809 -3.6214 -2.5017 -0.0317 -0.0243 -0.0131
F 0.1942 -3.6197 -3.8442 0.0036 0.0148 0.0177
H -0.2916 -3.5846 0.6685 -0.0161 0.0215 -0.0167
H 1.3132 -3.4438 -0.0237 0.0408 -0.0133 0.0112
H 0.4479 -5.0121 -0.0987 -0.0134 0.0154 -0.0509
S 2.5260 -1.0577 0.3100 0.1259 -0.0335 0.2209
C 0.9087 -0.7146 0.8242 0.1636 0.0433 -0.1102
C -0.3322 -0.0630 4.8616 -0.0061 0.0093 -0.0582
C 0.9690 -0.4817 4.5803 0.0893 -0.0456 -0.0311
C 1.3930 -0.7076 3.2829 0.0270 0.0360 0.1089
C 0.5232 -0.5233 2.1788 -0.0002 -0.0176 -0.1229
C -0.8005 -0.1115 2.4900 -0.1164 0.0165 0.0032
C -1.2124 0.1170 3.7867 0.0350 -0.0228 -0.0226
H -0.6489 0.1175 5.8824 -0.0205 -0.0019 0.0058
H 1.6695 -0.6359 5.3977 -0.0134 0.0112 0.0017
H 2.4079 -1.0257 3.0738 -0.0045 0.0113 0.0161
H -1.4959 0.0255 1.6672 0.0179 -0.0048 0.0107
H -2.2343 0.4381 3.9658 0.0052 -0.0010 0.0329
```
Positions in Å, forces in eV/Å.

Löwdin atomic charge list, values in e, 4 entries:
1. Al -0.009
2. O 0.036
3. C -0.539
4. O 0.053

No. 3
Formula: C19H16BCdF4N7OS2
Source: the Open Molecules 2025 dataset
Level of theory: ωB97M-V/def2-TZVPD

Results
electronic energy = -70232.46049 eV
E_LUMO = 4.5 eV
HOMO energy = -1.36 eV
frontier orbital gap = 5.846 eV
charge = -2

XYZ file:
```
51
Properties=species:S:1:pos:R:3:forces:R:3
Cd 0.8425 0.0319 -0.1602 0.3425 -0.1944 -0.4159
S 3.2127 0.8300 0.6803 -0.1129 -0.0909 0.0215
C 4.1718 0.2837 -0.6650 -0.0200 0.0296 -0.0673
C 5.5701 0.1277 -0.3826 0.0408 -0.0156 0.0216
N 6.6890 0.0200 -0.1210 -0.0077 0.0120 -0.0117
C 3.7287 0.0160 -1.9318 -0.0276 0.0563 0.0633
S 2.0942 0.1339 -2.5044 0.0221 -0.0018 -0.0332
C 4.6874 -0.4007 -2.9160 0.0467 -0.0014 -0.0401
N 5.4356 -0.7158 -3.7360 -0.0101 0.0004 0.0115
O 0.4385 -2.2230 -0.7413 0.0127 0.0777 0.0085
C -0.5833 -2.9492 -0.8701 -0.0248 -0.0132 0.0107
C -0.4505 -4.3823 -0.8885 0.0144 0.0193 -0.0046
C -1.5200 -5.2277 -1.0050 -0.0050 -0.0092 0.0060
C -2.8264 -4.7257 -1.1130 0.0045 0.0100 -0.0042
C -2.9941 -3.3565 -1.1122 -0.0180 -0.0134 0.0015
C -1.9277 -2.4547 -1.0143 0.0409 -0.0029 0.0083
C -2.2005 -1.0214 -1.0571 0.0056 -0.0179 -0.0150
N -1.3958 0.0026 -0.8072 -0.0084 0.0528 0.1507
C -2.1426 1.1507 -0.9414 -0.0464 0.0055 0.0238
C -3.4112 0.8363 -1.2934 0.0142 -0.0033 -0.0619
N -3.4345 -0.5387 -1.3777 -0.0070 0.0013 0.0562
H 0.5605 -4.7614 -0.7982 -0.0016 0.0003 -0.0019
H -1.3551 -6.3013 -1.0047 0.0010 0.0029 -0.0016
H -3.6801 -5.3880 -1.1806 0.0000 0.0018 0.0014
H -4.0129 -2.9831 -1.1674 0.0058 0.0022 0.0041
H -1.7095 2.1128 -0.7393 -0.0044 -0.0071 0.0094
H -4.2826 1.4406 -1.4705 0.0050 -0.0001 0.0031
H -4.2256 -1.1039 -1.6161 0.0068 0.0056 -0.0018
C 0.6897 -1.8642 4.4686 0.0084 0.0200 0.0487
C 0.8116 -1.5255 3.0609 -0.0587 -0.0382 -0.0500
N 0.8810 -1.2547 1.9523 -0.0614 0.0683 0.1091
H 1.6460 -1.7116 4.9671 -0.0042 -0.0035 -0.0026
H 0.3883 -2.9055 4.5722 0.0051 -0.0032 -0.0036
H -0.0641 -1.2083 4.9036 0.0077 0.0054 -0.0087
C 0.7199 3.3393 -2.5724 -0.0088 0.0118 0.0032
C 0.7139 3.5572 -1.1009 0.1404 -0.0687 -0.0106
N 0.4879 2.6585 -0.1758 -0.1954 0.0109 0.1480
C 0.5729 3.3079 1.0393 0.0157 0.0190 -0.0481
C 0.8646 4.6171 0.8384 0.0614 0.0078 -0.0134
N 0.9583 4.7674 -0.5330 -0.0514 0.0184 0.0266
H 0.3321 2.3478 -2.7868 -0.0119 0.0073 -0.0041
H 1.7356 3.3682 -2.9696 -0.0020 -0.0186 0.0010
H 0.1104 4.0912 -3.0817 0.0061 0.0046 0.0070
H 0.3950 2.7848 1.9626 -0.0228 0.0068 -0.0086
H 1.0096 5.4365 1.5197 0.0074 -0.0064 -0.0029
H 1.2019 5.6034 -1.0301 -0.0109 0.0064 -0.0027
F -1.1957 0.5328 4.4818 -0.0371 -0.0057 0.0095
B -1.7559 1.2274 3.3744 0.0263 0.0919 -0.0788
F -1.7801 2.6056 3.6686 -0.0108 -0.0189 0.0233
F -3.0552 0.7590 3.1371 0.0186 -0.0008 0.0372
F -0.9460 1.0126 2.2381 -0.0907 -0.0212 0.0784
```
Positions in Å, forces in eV/Å.

Löwdin atomic charge list, values in e, 4 entries:
1. Cd 1.167
2. S 0.418
3. C -0.835
4. C -0.342

No. 4
Formula: C19H16BrMoN4O2
Source: the Open Molecules 2025 dataset
Level of theory: ωB97M-V/def2-TZVPD

Results
electronic energy = -101888.14545 eV
2S+1 = 3
⟨S²⟩ = 2.018
E_LUMO (spin up / spin down) = -12.1 / -12.0 eV
HOMO energy (spin up / spin down) = -16.95 / -16.96 eV
frontier orbital gap (spin up / spin down) = 4.860 / 4.975 eV
charge = +3

XYZ file:
```
43
Properties=species:S:1:pos:R:3:forces:R:3
Mo -0.1746 0.3244 -1.1171 -0.6696 -0.1098 0.0849
C 3.3101 1.1867 1.4599 -0.0149 0.0674 -0.0514
C 2.1539 1.2177 0.5403 0.0651 0.1519 -0.0305
N 1.3965 0.1935 0.2702 0.0725 -0.0960 0.2227
N 1.7101 -1.0409 0.7920 -0.1908 0.2144 -0.1320
C 1.0159 -1.9500 0.1984 -0.2398 0.2857 -0.0039
O 0.1530 -1.4399 -0.7939 0.3100 -0.1422 -0.1161
C 1.0240 -3.3557 0.4300 -0.0462 -0.0029 -0.1481
C 1.7369 -3.8557 1.5318 0.0179 -0.0384 -0.0234
C 1.7675 -5.2158 1.7434 0.0077 -0.0153 0.0017
C 1.1059 -6.0706 0.8636 -0.0109 -0.0949 0.0347
C 0.3995 -5.5790 -0.2307 0.0337 0.0353 0.0366
C 0.3539 -4.2196 -0.4517 -0.0280 0.0047 0.0162
C 1.7663 2.4229 -0.2158 -0.0782 -0.2776 0.1578
C 2.4056 3.6336 -0.1469 0.0427 0.1621 0.0108
C 1.9548 4.6806 -0.9568 0.0801 0.0066 0.0678
C 0.8803 4.4742 -1.8027 -0.0738 -0.0019 -0.0407
C 0.2790 3.2268 -1.8310 0.1126 0.0244 0.0851
N 0.7099 2.2214 -1.0498 0.2947 0.1706 -0.3261
H 3.4633 0.1986 1.8767 -0.0105 -0.0204 0.0032
H 3.1450 1.9060 2.2688 0.0116 -0.0064 -0.0084
H 4.2109 1.5048 0.9268 0.0009 -0.0097 0.0102
H 2.2501 -3.1805 2.2025 -0.0074 0.0078 -0.0019
H 2.3070 -5.6180 2.5893 -0.0033 -0.0185 -0.0084
H 1.1402 -7.1387 1.0353 0.0075 0.0039 0.0033
H -0.1048 -6.2573 -0.9042 0.0101 -0.0099 0.0073
H -0.1814 -3.8286 -1.3067 0.0053 0.0037 0.0132
H 3.2473 3.7664 0.5195 -0.0030 0.0277 -0.0222
H 2.4490 5.6435 -0.9240 0.0006 -0.0084 0.0048
H 0.5071 5.2593 -2.4458 0.0043 0.0026 0.0039
H -0.5592 3.0269 -2.4866 -0.0048 -0.0152 -0.0446
O -6.0546 1.3589 0.0265 0.1525 -0.0251 0.0108
C -4.7632 1.2462 -0.0823 -0.3120 0.0633 -0.0228
C -3.8514 1.4518 0.9753 0.0492 0.0084 0.0276
C -2.5173 1.3160 0.7408 0.0144 0.0878 -0.1188
N -2.0371 0.9980 -0.4995 0.2084 -0.4360 0.2047
C -2.9418 0.7887 -1.4862 -0.0115 0.0293 0.0373
Br -2.0620 0.2888 -3.1047 0.1835 -0.0192 -0.0207
C -4.2814 0.8968 -1.3698 0.0747 0.0282 0.0538
H -6.3635 1.5981 0.9155 -0.0722 0.0070 0.0311
H -4.1959 1.7162 1.9669 -0.0164 -0.0039 -0.0071
H -1.7881 1.4726 1.5240 0.0387 -0.0389 -0.0107
H -4.9663 0.7311 -2.1911 -0.0054 -0.0020 0.0084
```
Positions in Å, forces in eV/Å.

Löwdin atomic charge list, values in e, 4 entries:
1. Mo 1.684
2. C 0.039
3. C -0.181
4. N -0.092